Formula: C38H26IrN7P2SSe2
Source: the OMol25 dataset
Level of theory: ωB97M-V with the def2-TZVPD basis set

Calculated values
Net charge = +2
Maximum force = 0.0141 Eh/bohr
Multiplicity = 1
E = -213191.4414 eV

Element x y z (Å)
Ir 1.379 -2.037 1.190
Se -1.044 3.452 0.165
P 0.189 3.025 -1.523
C 1.513 4.172 -1.869
C 2.543 4.307 -0.937
C 3.556 5.219 -1.166
C 3.537 6.002 -2.315
C 2.507 5.876 -3.235
C 1.489 4.960 -3.017
C -0.707 2.694 -3.045
C -0.037 2.082 -4.108
C -0.718 1.835 -5.287
C -2.055 2.199 -5.409
C -2.717 2.808 -4.354
C -2.045 3.057 -3.164
C 0.912 1.449 -1.039
C 0.561 0.724 0.085
N 1.273 -0.426 -0.013
N 2.009 -0.396 -1.114
N 1.801 0.733 -1.746
P -0.628 0.940 1.383
Se -0.089 -0.991 2.591
C -0.316 2.011 2.783
C -1.362 2.672 3.423
C -1.074 3.499 4.495
C 0.239 3.675 4.910
C 1.276 3.015 4.264
C 1.002 2.167 3.204
C -2.311 0.548 0.913
C -3.246 0.253 1.902
C -4.540 -0.089 1.538
C -4.884 -0.168 0.196
C -3.940 0.100 -0.788
C -2.654 0.467 -0.435
H 2.548 3.704 -0.036
H 4.361 5.324 -0.452
H 4.330 6.716 -2.491
H 2.493 6.491 -4.124
H 0.686 4.863 -3.736
H 1.007 1.807 -4.013
H -0.205 1.367 -6.117
H -2.579 2.014 -6.338
H -3.753 3.102 -4.458
H -2.552 3.532 -2.333
H -2.381 2.569 3.076
H -1.877 4.016 5.004
H 0.455 4.331 5.742
H 2.298 3.161 4.585
H 1.808 1.644 2.701
H -2.978 0.287 2.951
H -5.275 -0.299 2.303
H -5.893 -0.439 -0.085
H -4.211 0.038 -1.833
H -1.930 0.711 -1.202
S 0.421 -9.399 0.661
N 0.908 -8.519 1.915
C 0.922 -7.257 1.515
C 1.309 -6.119 2.325
C 1.746 -6.190 3.652
C 2.095 -5.026 4.300
C 2.002 -3.809 3.629
N 1.583 -3.732 2.370
C 1.244 -4.870 1.721
C 0.824 -4.704 0.345
N 0.822 -3.432 -0.133
C 0.456 -3.203 -1.396
C 0.079 -4.242 -2.239
C 0.076 -5.538 -1.771
C 0.457 -5.783 -0.449
C 0.507 -7.093 0.170
N 0.189 -8.233 -0.422
H 1.805 -7.151 4.144
H 2.442 -5.038 5.323
H 2.265 -2.875 4.109
H 0.488 -2.178 -1.732
H -0.203 -4.012 -3.256
H -0.212 -6.367 -2.405

Here are the Löwdin charges for atoms 1 to 8, given in e: 1.00, 0.59, 0.66, -0.35, -0.08, -0.06, -0.05, -0.05

---

Formula: C5H14S2
Source: the OMol25 dataset
Level of theory: ωB97M-V with the def2-TZVPD basis set

Calculated values
SMILES = CCSC.CSC
Maximum force = 0.0615 Eh/bohr
Multiplicity = 1
E = -27080.8064 eV

Element x y z (Å)
C -0.331 0.452 -1.018
C 0.641 1.644 -1.225
S -0.200 3.124 -1.999
C 0.098 4.180 -0.523
H -1.123 0.350 -1.826
H -0.997 0.594 -0.158
H 0.189 -0.477 -0.956
H 1.186 1.756 -0.278
H 1.485 1.322 -1.929
H -0.853 4.842 -0.517
H 1.169 4.601 -0.563
H 0.298 3.649 0.486
C -1.473 -3.221 1.672
S -0.439 -3.633 0.202
C 1.034 -2.597 0.657
H -0.838 -2.703 2.350
H -1.799 -4.110 2.080
H -2.330 -2.543 1.369
H 0.875 -1.506 0.601
H 1.949 -2.849 -0.005
H 1.460 -2.878 1.581

Here are the Löwdin charges for atoms 1 to 8, given in e: -0.19, -0.55, 0.74, -0.46, 0.08, 0.07, 0.02, 0.06

---

Formula: C2H3IN
Source: the OMol25 dataset
Level of theory: ωB97M-V with the def2-TZVPD basis set

Calculated values
Net charge = +1
Maximum force = 0.1335 Eh/bohr
Multiplicity = 3
E = -11700.6641 eV

Element x y z (Å)
C 0.531 0.599 0.017
C -1.566 -0.785 0.043
N -0.502 -0.077 0.059
I -3.581 0.051 0.003
H 0.832 0.790 -1.126
H 1.146 1.086 0.784
H -1.413 -1.879 0.032

Charges per atom according to Löwdin partitioning, unit e: 0.07, -0.45, -0.08, 1.08, 0.17, 0.12, 0.10

---

Formula: C24H43BrP2Pb
Source: the OMol25 dataset
Level of theory: ωB97M-V with the def2-TZVPD basis set

Calculated values
Net charge = +2
Maximum force = 0.0601 Eh/bohr
Multiplicity = 1
E = -119433.7830 eV

Element x y z (Å)
Pb 1.695 0.240 -0.481
C -1.275 2.433 0.268
C -1.889 1.710 -0.787
C -2.350 0.616 1.177
C -1.551 1.742 1.479
C -2.563 0.594 -0.224
C -0.529 3.702 0.157
H -0.217 3.887 -0.878
H 0.362 3.693 0.800
H -1.149 4.558 0.472
C -1.122 2.143 2.828
H -0.357 2.923 2.780
H -0.708 1.288 3.377
H -1.964 2.536 3.416
C -2.902 -0.325 2.169
H -3.692 0.133 2.782
H -2.113 -0.662 2.851
H -3.331 -1.198 1.672
C -3.407 -0.372 -0.949
H -4.474 -0.105 -0.865
H -3.290 -1.386 -0.539
H -3.152 -0.395 -2.016
C -1.919 2.104 -2.205
H -2.836 2.664 -2.433
H -1.900 1.233 -2.866
H -1.075 2.747 -2.461
C 5.818 -0.638 -3.126
C 5.369 0.702 -3.464
C 5.025 1.112 -4.896
C 4.259 0.039 -5.681
C 3.354 -0.894 -4.896
C 3.696 -2.171 -4.621
C 5.092 -2.713 -4.604
C 6.174 -1.697 -4.141
H 5.947 1.365 -5.442
H 4.965 -0.546 -6.284
H 4.450 2.054 -4.867
H 6.635 -1.247 -5.033
H 6.398 -0.774 -2.197
H 5.924 1.502 -2.963
H 6.977 -2.289 -3.667
H 5.137 -3.614 -3.963
H 2.940 -2.953 -4.546
H 5.385 -3.089 -5.606
H 3.643 0.577 -6.417
H 2.286 -0.632 -4.940
P 3.989 0.115 -2.372
P 0.839 -2.296 -1.545
C 3.815 -1.683 -1.738
C 2.634 -2.654 -1.438
H 4.465 -1.691 -0.850
H 4.408 -2.226 -2.479
H 2.742 -3.554 -2.068
H 2.787 -2.957 -0.389
C 0.178 -3.784 -0.718
H -0.909 -3.694 -0.630
H 0.596 -3.874 0.290
H 0.420 -4.684 -1.294
C 0.403 -2.545 -3.302
H 0.722 -3.540 -3.616
H 0.858 -1.791 -3.949
H -0.687 -2.459 -3.392
C 4.595 0.955 -0.843
H 3.970 1.818 -0.536
H 5.619 1.318 -1.039
H 4.621 0.238 -0.007
C 2.701 1.202 -3.059
H 1.667 0.871 -2.835
H 2.717 1.193 -4.156
H 2.799 2.258 -2.760
Br 2.695 -0.865 1.794

Here are the Löwdin charges for atoms 1 to 8, given in e: 1.00, -0.24, -0.21, -0.22, -0.19, -0.20, -0.06, 0.07

---

Formula: C9H12F3NO
Source: the OMol25 dataset
Level of theory: ωB97M-V with the def2-TZVPD basis set

Calculated values
Maximum force = 0.0986 Eh/bohr
Multiplicity = 1
E = -21213.8427 eV

Element x y z (Å)
C 1.409 -0.315 -2.951
C 1.934 -0.784 -1.719
C 1.157 0.989 -2.723
C 1.942 0.266 -0.911
C -1.339 -0.986 2.700
C -1.169 -1.177 -0.848
C -0.122 -0.538 1.851
C -0.470 0.427 0.687
C -0.699 1.798 1.129
N -1.159 0.034 -0.343
O 1.517 1.391 -1.505
F 0.419 2.382 1.527
F -1.588 2.082 2.142
F -1.234 2.628 0.170
H 1.446 -0.831 -3.842
H 2.229 -1.854 -1.515
H 0.917 1.821 -3.534
H -1.895 -0.204 3.012
H -0.853 -1.407 3.619
H -1.728 -1.741 2.031
H 2.361 0.400 0.157
H -0.562 -1.919 -0.347
H -1.828 -1.601 -1.573
H 0.766 -0.166 2.399
H 0.160 -1.461 1.248
H -1.612 0.765 -0.859

Here are the Löwdin charges for atoms 1 to 8, given in e: -0.09, -0.10, -0.17, -0.19, -0.06, 0.01, -0.17, -0.26

---

Formula: C26H33F3N7O2STc
Source: the OMol25 dataset
Level of theory: ωB97M-V with the def2-TZVPD basis set

Calculated values
Net charge = +3
Maximum force = 0.0107 Eh/bohr
Multiplicity = 4
E = -63187.5580 eV

Element x y z (Å)
Tc 0.691 0.919 -0.360
C -1.444 2.897 6.230
C -1.291 2.398 4.822
C -2.332 1.817 4.123
C -2.201 1.368 2.794
C -3.316 0.678 2.234
N -3.418 0.227 1.025
C -4.495 -0.661 0.567
C -3.903 -1.924 -0.046
C -3.029 -2.764 0.904
N -1.612 -2.629 0.550
C -0.881 -3.564 0.035
C 0.428 -3.377 -0.512
C 1.035 -4.490 -1.121
C 2.233 -4.402 -1.809
C 2.898 -5.601 -2.421
C 2.791 -3.131 -1.916
C 2.217 -1.988 -1.346
C 2.888 -0.733 -1.572
N 2.476 0.462 -1.325
C 3.418 1.566 -1.620
C 3.580 2.514 -0.430
C 3.336 1.843 0.909
N 1.880 1.681 1.168
C 1.459 2.072 2.319
C 0.120 2.016 2.845
C -0.068 2.463 4.159
C -0.967 1.503 2.117
O -0.872 1.139 0.853
C 1.049 -2.107 -0.571
O 0.551 -1.092 0.102
H -2.480 2.842 6.556
H -1.123 3.936 6.306
H -0.840 2.307 6.918
H -3.294 1.697 4.610
H -4.154 0.459 2.891
H -2.668 0.468 0.377
H -5.102 -0.131 -0.168
H -5.124 -0.877 1.431
H -3.300 -1.638 -0.913
H -4.719 -2.532 -0.435
H -3.288 -3.819 0.846
H -3.136 -2.462 1.947
H -1.164 -1.712 0.609
H -1.332 -4.550 -0.031
H 0.538 -5.451 -1.050
H 2.261 -6.480 -2.352
H 3.834 -5.828 -1.909
H 3.125 -5.427 -3.472
H 3.715 -3.014 -2.473
H 3.875 -0.815 -2.028
H 3.039 2.104 -2.484
H 4.376 1.119 -1.888
H 2.924 3.378 -0.524
H 4.598 2.903 -0.440
H 3.756 2.442 1.715
H 3.796 0.853 0.958
H 2.206 2.488 2.994
H 0.789 2.874 4.683
N 1.325 1.331 -4.077
N -0.027 1.538 -4.353
C -0.992 1.019 -3.615
N -2.241 1.165 -4.038
S -0.757 0.059 -2.187
H 1.759 2.238 -3.950
H 1.747 0.873 -4.878
H -0.281 2.086 -5.168
H -2.471 1.599 -4.921
H -2.999 0.831 -3.471
F -1.065 3.027 -1.369
C 0.242 2.893 -1.063
F 0.499 3.823 -0.117
F 0.930 3.276 -2.173

Here are the Löwdin charges for atoms 1 to 8, given in e: 1.56, -0.01, -0.22, 0.07, -0.10, 0.05, 0.09, -0.12